Record 1
A molecular structure, C24H37N3OPtSSi2. Source: OMol25; level of theory: ωB97M-V with the def2-TZVPD basis set.

```
69
Properties=species:S:1:pos:R:3:forces:R:3:nbo_charge:R:1
Pt -0.1171 -0.9408 -0.3415 0.0 -0.3 -0.1 0.672
C -3.8018 3.5031 -2.6433 0.0 0.0 0.0 -0.617
C -2.7022 2.9364 -3.5292 0.0 0.0 0.0 -0.212
N -2.5127 1.4984 -3.3135 0.1 0.1 0.1 -0.392
C -3.2851 0.6169 -4.1795 0.0 0.0 0.0 -0.217
C -2.5555 0.2872 -5.4750 0.0 0.0 0.0 -0.619
C -1.6655 1.0443 -2.3765 0.2 0.2 0.1 0.368
S -1.4011 -0.6573 -2.2745 -0.2 0.2 0.2 -0.211
N -1.1029 2.0098 -1.6151 0.1 -0.2 0.1 -0.675
C 0.0233 1.8801 -0.9230 -0.3 0.1 -0.4 0.668
O 0.7757 0.8664 -0.7812 0.1 -0.3 0.2 -0.692
C 0.5145 3.1293 -0.2684 0.0 0.1 -0.1 -0.070
C 1.8220 3.1862 0.2011 0.1 0.1 -0.2 -0.181
C 2.2918 4.3314 0.8253 0.0 0.0 0.0 -0.212
C 1.4519 5.4233 0.9953 0.0 0.0 0.0 -0.197
C 0.1448 5.3713 0.5261 0.0 0.0 0.0 -0.226
C -0.3194 4.2337 -0.1124 0.0 0.0 0.0 -0.180
H -3.9501 4.5640 -2.8514 0.0 0.0 0.0 0.214
H -3.5306 3.3855 -1.5943 0.0 0.0 0.0 0.223
H -4.7498 2.9884 -2.8141 0.0 0.0 0.0 0.203
H -1.7620 3.4441 -3.3400 0.0 0.0 0.0 0.233
H -2.9518 3.0687 -4.5837 0.0 0.0 0.0 0.195
H -4.2281 1.1253 -4.3894 0.0 0.0 0.0 0.198
H -3.5177 -0.2935 -3.6313 0.0 0.0 0.0 0.228
H -2.3457 1.1916 -6.0492 0.0 0.0 0.0 0.204
H -3.1638 -0.3742 -6.0936 0.0 0.0 0.0 0.215
H -1.6116 -0.2136 -5.2594 0.0 0.0 0.0 0.226
H 2.4729 2.3318 0.0592 -0.1 0.4 -0.1 0.228
H 3.3136 4.3691 1.1809 0.0 0.0 0.0 0.214
H 1.8151 6.3155 1.4904 0.0 0.0 0.0 0.212
H -0.5123 6.2222 0.6555 0.0 0.0 0.0 0.212
H -1.3313 4.1831 -0.4906 0.0 0.0 0.0 0.227
C 3.1854 -3.8391 1.9236 0.1 0.0 0.0 -1.128
Si 2.3165 -2.8252 0.5979 0.0 0.1 0.0 1.718
C 1.6122 -4.0516 -0.6395 0.0 0.0 0.0 -1.129
C 3.5772 -1.7549 -0.2807 0.0 0.0 0.0 -1.128
C 0.9268 -1.8132 1.3575 0.4 0.7 -0.1 -1.298
C -0.2434 -2.6692 1.5573 0.1 -0.3 0.4 0.369
C -0.6409 -3.5404 2.5690 0.0 0.0 0.0 -0.304
C -1.8406 -4.2127 2.4201 0.0 0.0 0.1 -0.139
C -2.6281 -4.0021 1.2926 0.0 0.0 -0.1 -0.282
C -2.1896 -3.1085 0.3372 0.0 -0.1 -0.2 0.062
N -1.0164 -2.4947 0.4810 -0.6 -0.2 -0.3 -0.456
Si 1.2557 -0.5507 2.6879 0.0 -0.1 0.1 1.715
C 1.8941 -1.2997 4.2981 0.0 0.0 0.0 -1.122
C 2.5599 0.6504 2.0922 0.1 -0.1 0.0 -1.127
C -0.3526 0.3236 3.1073 0.0 0.0 0.1 -1.126
H 3.9185 -4.5165 1.4756 0.0 0.0 0.0 0.236
H 2.4715 -4.4505 2.4841 0.0 0.0 0.0 0.228
H 3.7123 -3.2028 2.6392 0.0 0.0 0.0 0.231
H 2.4249 -4.6328 -1.0848 0.0 0.0 0.0 0.236
H 1.0763 -3.5444 -1.4450 0.0 0.0 0.0 0.244
H 0.9227 -4.7575 -0.1660 0.0 0.0 0.0 0.229
H 4.2138 -2.3863 -0.9079 0.0 0.0 0.0 0.236
H 4.2255 -1.2180 0.4139 0.0 0.0 0.0 0.234
H 3.0875 -1.0207 -0.9251 0.0 0.0 0.0 0.250
H -0.0192 -3.6735 3.4444 0.0 0.0 0.0 0.232
H -2.1725 -4.9023 3.1864 0.0 0.0 0.0 0.221
H -3.5712 -4.5129 1.1637 0.0 0.0 0.0 0.228
H -2.7536 -2.8690 -0.5555 0.0 0.0 0.0 0.222
H 2.9027 -1.7013 4.1777 0.0 0.0 0.0 0.231
H 1.2559 -2.1076 4.6674 0.0 0.0 0.0 0.222
H 1.9323 -0.5335 5.0788 0.0 0.0 0.0 0.235
H 3.5439 0.1742 2.1276 0.0 0.0 0.0 0.231
H 2.5972 1.5317 2.7383 0.0 0.0 0.0 0.236
H 2.3665 0.9699 1.0673 0.0 -0.3 0.4 0.246
H -0.9880 -0.3183 3.7256 0.0 0.0 0.0 0.231
H -0.9156 0.5959 2.2132 0.0 0.0 0.0 0.241
H -0.1550 1.2365 3.6759 0.0 0.0 0.0 0.237
```
Forces are in eV/Å.

The calculation puts the relative energy (zero: lowest compared OMol25 entry of this formula, charge and spin) at 1.0 kcal per mole.

***

Record 2
A molecular structure, C24H37N8O2Ti. Source: OMol25; level of theory: ωB97M-V with the def2-TZVPD basis set.

```
72
Properties=species:S:1:pos:R:3:forces:R:3:nbo_charge:R:1
Ti -0.4230 1.0323 -0.4467 0.1 0.0 -0.3 1.746
C -2.8208 -3.7954 0.7721 0.0 0.1 0.0 -0.416
N -1.7623 -2.8046 0.5889 -0.1 0.0 0.1 -0.391
C -0.4191 -3.3564 0.5286 0.0 0.1 0.0 -0.409
C -2.0066 -1.5349 0.2552 0.0 0.2 -0.1 0.723
N -1.1564 -0.8280 -0.5266 0.3 0.0 0.0 -0.760
C -0.6490 -1.4502 -1.7308 0.0 0.2 0.3 0.108
C -1.5148 -2.2854 -2.3904 0.1 -0.1 -0.2 -0.228
C -1.1645 -2.9387 -3.5829 0.0 0.1 0.1 -0.186
C 0.0553 -2.6976 -4.1293 0.1 0.1 0.0 -0.156
C 0.9615 -1.7923 -3.5236 0.0 -0.1 -0.1 -0.048
C 2.1887 -1.5568 -4.1939 -0.1 0.0 0.0 -0.155
C 3.0949 -0.6656 -3.7150 0.0 0.0 0.1 -0.187
C 2.8085 0.0159 -2.5214 0.0 -0.1 -0.1 -0.223
C 1.6640 -0.2251 -1.8077 -0.2 0.0 0.2 0.104
N 1.4697 0.5389 -0.6042 0.0 -0.1 -0.2 -0.739
C 2.5284 0.8086 0.2033 -0.1 -0.1 -0.1 0.714
N 2.6360 2.0412 0.7248 0.0 -0.1 0.0 -0.398
C 2.2685 3.2430 -0.0216 -0.1 -0.1 0.0 -0.405
C 3.2106 2.2801 2.0421 0.0 0.1 0.0 -0.412
N 3.4241 -0.1327 0.5097 0.1 0.2 0.1 -0.383
C 3.1526 -1.5530 0.3576 -0.1 0.0 0.0 -0.409
C 4.8216 0.1901 0.8016 0.0 0.0 -0.1 -0.414
C 0.6508 -1.1375 -2.2904 0.0 -0.1 -0.2 -0.054
N -3.1178 -0.9146 0.6862 0.1 -0.1 0.1 -0.401
C -3.7160 -1.1517 1.9967 0.0 0.0 0.0 -0.408
C -3.6619 0.2191 -0.0461 -0.1 0.1 -0.1 -0.405
H -2.6073 -4.6362 0.1107 0.0 0.0 0.0 0.228
H -3.7844 -3.3723 0.5030 0.0 0.0 0.0 0.224
H -2.8524 -4.1577 1.7996 0.0 0.0 0.0 0.221
H -0.2368 -3.8478 -0.4302 0.0 0.0 0.0 0.221
H -0.3131 -4.0810 1.3343 0.0 0.0 0.0 0.230
H 0.2981 -2.5540 0.6749 0.0 -0.1 0.0 0.213
H -2.5050 -2.4457 -1.9828 0.0 0.0 0.0 0.215
H -1.8672 -3.6067 -4.0591 0.0 0.0 0.0 0.241
H 0.3541 -3.1711 -5.0537 0.0 0.0 0.0 0.235
H 2.3700 -2.0920 -5.1153 0.0 0.0 0.0 0.235
H 4.0154 -0.4685 -4.2442 0.0 0.0 0.0 0.242
H 3.5113 0.7523 -2.1510 0.0 0.0 0.0 0.218
H 1.9119 2.9743 -1.0127 0.0 0.0 0.0 0.231
H 3.1500 3.8790 -0.1181 0.0 0.0 0.0 0.225
H 1.4842 3.7934 0.4981 0.0 0.0 0.0 0.212
H 4.1875 2.7626 1.9808 0.0 0.0 0.0 0.220
H 3.2981 1.3431 2.5833 0.0 0.0 0.0 0.224
H 2.5388 2.9452 2.5864 0.0 0.0 0.0 0.217
H 2.0800 -1.7203 0.3707 0.1 0.0 0.0 0.212
H 3.6117 -2.0790 1.1941 0.0 0.0 0.0 0.229
H 3.5653 -1.9299 -0.5807 0.0 0.0 0.0 0.225
H 5.0258 1.2266 0.5492 0.0 0.0 0.0 0.222
H 5.4463 -0.4506 0.1799 0.0 0.0 0.0 0.230
H 5.0624 0.0104 1.8492 0.0 0.0 0.0 0.221
H -3.2084 -1.9572 2.5132 0.0 0.0 0.0 0.228
H -4.7734 -1.3929 1.8946 0.0 0.0 0.0 0.225
H -3.6199 -0.2424 2.5948 0.0 0.0 0.0 0.205
H -3.5253 0.0912 -1.1178 0.0 0.0 0.0 0.238
H -3.2193 1.1721 0.2641 0.0 -0.1 0.0 0.187
H -4.7289 0.2745 0.1666 0.0 0.0 -0.1 0.236
C -1.9122 2.8563 3.2534 -0.1 0.0 0.1 -0.691
C -1.4768 2.4733 1.8788 0.0 -0.1 0.1 0.183
N -0.7923 1.3734 1.5642 -0.2 0.1 0.2 -0.239
O -0.3943 0.4872 2.5467 0.0 0.0 -0.1 -0.520
C -1.7796 3.2386 0.7015 0.1 0.0 -0.2 0.218
C -2.8151 4.2872 0.5235 0.0 0.0 0.0 -0.676
N -0.9560 2.8242 -0.2664 -0.2 -0.4 -0.3 -0.283
O -1.2213 2.3660 -1.5489 0.1 0.4 0.6 -0.516
H -1.8921 2.0404 3.9756 0.0 -0.1 -0.1 0.228
H -2.9446 3.2046 3.2283 0.0 0.1 0.0 0.265
H -1.3035 3.6732 3.6444 0.0 0.0 0.0 0.265
H -0.4619 0.9254 3.4062 0.0 0.0 0.1 0.480
H -3.3002 4.5495 1.4595 0.0 0.0 0.0 0.241
H -3.5786 3.9492 -0.1819 0.0 0.0 0.0 0.259
H -2.3635 5.1836 0.0968 0.0 0.0 0.0 0.268
```
Forces are in eV/Å.

As for the spin multiplicity: 2. The energy is -64605.1444 eV. As for the net charge: +2. As for the expectation value of S²: 0.770.

***

Record 3
A molecular structure, C24H37N8OS2Ti. Source: OMol25; level of theory: ωB97M-V with the def2-TZVPD basis set.

```
73
Properties=species:S:1:pos:R:3:forces:R:3:lowdin_charge:R:1
Ti -0.9096 0.9455 0.4936 -0.1 0.1 -0.6 0.870
C 0.5987 2.3120 -1.9412 0.2 -0.1 0.0 -0.136
C -0.8284 2.8102 -2.0185 -0.1 0.1 -0.1 -0.131
N -1.4858 2.8157 -0.6798 0.1 -0.3 0.1 -0.139
C -1.5636 4.1288 0.0431 -0.1 0.0 0.0 -0.094
C 0.7391 3.6735 1.0772 0.1 -0.2 0.0 -0.140
S 1.1730 1.1687 2.0283 -0.1 -0.2 -0.1 1.123
C 2.4226 1.2007 0.6975 0.0 0.0 0.1 -0.341
C 2.0000 0.6480 -0.6643 -0.1 0.0 -0.1 -0.188
N 0.6364 1.0644 -1.1183 0.2 -0.1 0.2 -0.118
H 0.9856 2.1002 -2.9403 -0.1 0.0 0.0 0.155
H 1.2724 3.0458 -1.5051 0.0 0.0 0.0 0.118
H -0.8736 3.7999 -2.4791 0.0 0.0 0.0 0.149
H -1.4154 2.1414 -2.6538 0.0 0.0 0.0 0.140
H -2.4664 2.6001 -0.8505 0.0 0.0 0.0 0.060
H -2.0337 4.8547 -0.6248 0.0 0.0 0.0 0.153
H -2.2567 3.9664 0.8709 0.0 0.0 0.0 0.137
H 1.3594 3.3161 0.2711 0.0 0.1 0.0 0.073
H 1.3968 4.0874 1.8441 0.0 0.0 0.0 0.162
H 2.8899 2.1827 0.6751 0.0 0.0 0.0 0.095
H 3.1825 0.5400 1.1282 0.0 0.0 0.0 0.112
H 2.7416 0.9340 -1.4147 0.0 0.0 0.0 0.153
H 1.9887 -0.4414 -0.6457 0.0 0.0 0.0 0.110
H 0.3779 0.3103 -1.7638 0.0 0.0 0.0 0.106
C -2.4102 1.6620 4.4742 0.0 0.0 -0.1 0.028
C -1.7253 1.7585 3.1605 0.0 0.1 0.2 -0.230
N -2.0355 0.9849 2.1537 0.1 -0.2 0.1 -0.133
N -3.0380 0.0558 2.3156 0.3 0.1 0.0 0.045
C -3.4931 -0.3884 1.1733 -0.3 -0.2 0.0 -0.754
N -4.4333 -1.3269 1.1678 0.0 0.0 0.1 0.148
S -2.9787 0.2320 -0.4017 0.1 0.2 0.2 0.807
C -0.7565 2.7989 2.8263 0.0 0.1 -0.1 -0.233
C -0.9337 4.0242 3.3748 -0.1 -0.1 0.1 0.067
C -0.6835 5.3845 2.9304 0.0 0.0 -0.1 -0.021
C -0.4998 5.7297 1.6514 0.0 0.1 0.1 0.010
C -0.2431 4.7176 0.5664 0.0 0.1 -0.1 -0.233
N 0.0538 2.4909 1.6484 -0.3 0.2 0.0 -0.418
H -2.6493 0.6210 4.6838 0.0 0.0 0.0 0.102
H -3.3675 2.1906 4.4272 0.0 0.0 0.0 0.130
H -1.8058 2.0825 5.2734 0.0 0.0 0.0 0.107
H -4.8106 -1.6467 2.0485 0.0 0.0 0.0 0.139
H -4.8762 -1.6319 0.3171 0.0 0.0 0.0 0.119
H -1.5444 3.9908 4.2718 0.0 0.0 0.0 0.136
H -0.8381 6.1507 3.6777 0.0 0.0 0.0 0.134
H -0.5014 6.7789 1.3839 0.0 0.0 0.0 0.142
H 0.2551 5.2385 -0.2553 0.0 0.0 0.0 0.160
C 1.8391 -6.4217 -1.7523 0.0 0.0 0.0 -0.055
C 0.7088 -5.4800 -2.1251 -0.1 0.0 0.0 -0.184
N 1.1863 -4.1947 -2.6490 0.1 0.0 0.0 -0.030
C 1.8204 -4.1998 -3.9854 -0.2 0.0 0.0 -0.164
C 3.3227 -4.0015 -3.9160 0.1 0.0 0.0 -0.053
C 1.0191 -3.0316 -2.0471 -0.2 0.0 0.0 -0.401
O 1.2772 -1.9238 -2.5479 0.1 0.0 0.0 0.026
C 0.4703 -2.9228 -0.6355 -0.1 0.3 0.0 -0.062
C 0.8109 -3.6099 0.5181 0.0 0.0 0.0 0.058
C 0.4270 -3.0876 1.7565 0.0 0.0 0.0 0.017
C -0.1951 -1.8609 1.8183 0.1 0.0 0.0 -0.109
N -0.5250 -1.1876 0.6939 -0.2 0.2 0.1 -0.082
C -0.2794 -1.7628 -0.4775 0.1 -0.2 -0.2 -0.115
H 1.4366 -7.3413 -1.3304 0.0 0.0 0.0 0.092
H 2.5115 -5.9701 -1.0213 0.0 0.0 0.0 0.076
H 2.4332 -6.6961 -2.6227 0.0 0.0 0.0 0.083
H 0.0514 -5.2857 -1.2774 0.0 0.0 0.0 0.108
H 0.0749 -5.9186 -2.8981 0.0 0.0 0.0 0.135
H 1.3462 -3.4153 -4.5758 0.1 0.0 0.0 0.127
H 1.5631 -5.1561 -4.4376 0.0 0.0 0.0 0.129
H 3.5680 -3.0290 -3.4928 0.0 0.0 0.0 0.072
H 3.7440 -4.0447 -4.9192 0.0 0.0 0.0 0.092
H 3.8019 -4.7768 -3.3196 0.0 0.0 0.0 0.075
H 1.3901 -4.5228 0.4788 0.0 0.0 0.0 0.130
H 0.6625 -3.6099 2.6729 0.0 0.0 0.0 0.135
H -0.4315 -1.3821 2.7596 0.0 0.0 0.0 0.116
H -0.6508 -1.2699 -1.3659 0.0 0.0 0.0 0.103
```
Forces are in eV/Å.

The calculation puts the relative energy (zero: lowest compared OMol25 entry of this formula, charge and spin) at 50.1 kcal per mole. As for the net charge: +3.